This record from the OMol25 dataset describes a molecular structure, C33H72F42N5OP8 in a non-equilibrium geometry. The level of theory is the ωB97M-V functional and the def2-TZVPD basis.

```
161
Properties=species:S:1:pos:R:3:forces:R:3
C 3.470609 2.279422 4.959140 1.14 -2.80 1.26
C 2.793589 1.975422 3.638460 2.64 -0.62 0.29
N 3.612099 1.353592 2.650570 2.73 -0.38 -2.14
C 3.862949 -0.005068 2.551740 0.86 3.28 -4.00
C 4.704899 -0.258358 1.435110 -1.92 1.95 5.62
N 4.926149 0.995782 0.887300 -1.25 2.19 1.33
C 4.246719 1.955832 1.655750 4.64 -3.02 -0.58
C 5.545719 1.346752 -0.407920 0.02 -0.47 0.94
H 4.393619 2.851942 4.867530 -0.27 0.74 -0.21
H 3.777199 1.395962 5.519130 0.38 -0.06 -0.35
H 2.689759 2.742272 5.562580 1.70 -1.39 0.26
H 2.491639 2.984122 3.356610 2.10 -3.03 -0.75
H 1.866859 1.413172 3.753080 3.34 -1.47 -0.86
H 3.297269 -0.596238 3.256670 0.67 3.49 -4.54
H 5.100299 -1.200868 1.086210 -0.99 1.83 2.46
H 4.351629 3.006032 1.426670 2.60 -2.41 1.42
H 6.566269 1.588472 -0.111010 0.48 -0.40 -0.93
H 5.126229 2.244982 -0.861040 0.05 -0.91 0.31
H 5.360389 0.493762 -1.060730 0.97 1.01 0.25
C 1.448079 -2.496258 0.052380 5.11 2.22 7.01
C 1.998709 -1.631178 1.178450 0.61 -2.05 -1.92
N 1.692259 -0.236348 0.920500 2.79 0.67 4.32
C 2.225919 0.529532 -0.088340 -0.20 1.82 0.69
C 1.567979 1.738532 -0.006260 2.38 -1.51 3.83
N 0.783789 1.779852 1.146430 4.93 -0.72 3.51
C 0.942909 0.554562 1.804670 4.15 1.56 -3.47
C -0.047091 2.889502 1.701670 6.16 -2.95 0.52
H 0.419069 -2.316988 -0.259240 4.54 2.83 7.97
H 1.483489 -3.554768 0.310070 1.54 1.88 0.92
H 2.010839 -2.435268 -0.879110 0.87 1.37 2.08
H 3.080629 -1.761418 1.154290 -0.49 0.16 0.53
H 1.636339 -1.919978 2.165050 0.03 -0.66 -2.53
H 2.959359 0.225872 -0.820640 -0.79 0.30 0.62
H 1.684759 2.605662 -0.639390 -0.01 -2.66 2.07
H 0.530269 0.127682 2.706840 1.05 0.75 -1.89
H -1.053751 2.651002 1.358370 7.57 -0.53 4.18
H 0.322519 3.883342 1.449170 0.08 -1.22 -1.10
H 0.045399 2.973842 2.784460 0.07 -4.70 -3.92
C 0.857479 0.216422 -2.514590 -2.02 8.47 5.09
C 0.147329 1.202432 -1.503940 -2.69 -0.43 -2.72
C -0.342521 0.622262 -0.166320 -3.95 -1.63 -5.06
C -1.363301 -0.556418 -0.321300 -0.07 2.38 -0.81
P -3.074561 0.000272 -0.487850 -0.20 0.90 1.17
C -4.124701 -1.434178 -0.266640 -1.15 -0.52 1.18
C -4.135991 -2.102638 1.179960 -0.64 -1.75 -2.36
C -4.983691 -3.393198 1.180860 -0.28 0.56 0.87
C -6.494411 -3.076628 1.065140 0.36 0.39 -1.07
C -3.378921 0.647192 -2.175500 0.16 -0.58 -0.56
C -3.098131 -0.266188 -3.363290 0.06 0.23 -0.78
C -3.472891 0.462962 -4.714110 -0.17 -0.97 2.44
C -3.369801 -0.436808 -5.875910 0.09 -0.89 -1.56
C -3.576941 1.386432 0.777030 -3.22 -1.94 -1.64
C -5.072461 1.708352 0.913400 -0.67 -0.37 -0.49
C -5.905501 0.873762 1.914390 0.85 0.16 0.22
C -7.295681 1.388912 2.277080 0.20 -0.34 -0.41
H 1.699789 -0.232768 -1.988430 -0.20 2.74 1.44
H 1.332589 0.787772 -3.312050 -0.29 0.04 -0.21
H 0.209159 -0.581558 -2.876540 -2.84 4.61 2.16
H -0.680201 1.716402 -1.992930 -0.51 -0.49 -0.87
H 0.755409 2.082852 -1.296080 -1.49 -1.35 -2.04
H -0.802841 1.322142 0.531080 0.33 -0.75 -3.02
H 0.523389 0.185282 0.331010 -4.56 -1.01 -3.18
H -1.256281 -1.033878 0.652700 -0.59 -0.01 -1.53
H -1.201291 -1.171518 -1.206460 0.03 0.87 0.78
H -3.941821 -2.167998 -1.051600 0.10 -0.01 0.17
H -5.141831 -1.068668 -0.407870 -0.22 0.15 -0.31
H -4.534111 -1.426248 1.936330 -0.63 -1.25 -1.35
H -3.115221 -2.393798 1.427640 -0.21 0.18 0.13
H -4.824431 -3.850948 2.157180 -0.02 0.05 0.32
H -4.596851 -4.182068 0.535760 -0.29 0.28 -0.70
H -7.028911 -3.871278 0.544620 -0.36 -0.21 0.56
H -6.680021 -2.206478 0.435450 0.37 0.08 -0.55
H -6.972301 -2.688928 1.964810 0.10 -0.84 0.49
H -2.805041 1.565542 -2.299580 -0.18 -1.06 -0.24
H -4.424001 0.950222 -2.239380 -0.25 0.04 0.21
H -3.633601 -1.212038 -3.281260 -0.38 -0.02 -0.18
H -2.060891 -0.591778 -3.442170 0.31 0.26 0.26
H -2.851681 1.347322 -4.855890 -0.25 0.17 0.18
H -4.530431 0.699372 -4.596580 0.00 0.65 -0.01
H -4.038531 -0.052578 -6.646140 0.29 -0.02 -0.51
H -3.693631 -1.465918 -5.720460 -0.23 -0.03 0.49
H -2.356561 -0.550308 -6.261360 0.11 0.27 -0.14
H -3.070061 2.244152 0.334900 -3.21 -3.21 0.41
H -3.152961 1.107682 1.741730 -1.97 1.43 -1.51
H -5.570581 1.596562 -0.049660 -0.17 0.11 -0.43
H -5.139101 2.778472 1.109660 -0.02 0.06 0.36
H -5.292161 0.706212 2.799740 -0.15 0.08 0.12
H -6.048631 -0.104738 1.455960 0.00 -0.17 0.11
H -7.343631 2.355262 2.779040 0.23 0.15 -0.26
H -7.795261 0.680902 2.938330 -0.02 -0.14 0.04
H -7.845371 1.390402 1.335840 -0.46 0.43 0.06
C 3.184529 -2.271928 -4.267290 -1.55 1.35 -0.57
N 1.794559 -2.726518 -3.840340 0.42 -3.09 -1.44
C 1.961319 -3.647168 -2.607990 0.17 -0.64 -1.22
C 0.930029 -1.518738 -3.344070 2.79 -5.78 -5.33
C 1.162219 -3.511358 -5.028200 0.24 0.41 0.45
C 1.181039 -2.788908 -6.383280 1.28 -0.60 -0.24
O 0.845479 -1.444768 -6.357030 -0.78 1.08 0.19
H 3.020639 -1.543888 -5.061760 -0.03 -0.05 -0.21
H 3.804059 -3.076758 -4.662950 -0.18 -0.18 0.47
H 3.648069 -1.726518 -3.445250 -0.28 -0.35 -0.71
H 1.028599 -3.878408 -2.093540 2.19 -0.82 -2.32
H 2.476029 -3.060138 -1.847350 0.40 -1.08 -1.40
H 2.477169 -4.554758 -2.921480 0.32 0.16 -0.01
H -0.040941 -1.909148 -3.039290 0.41 -0.51 -1.14
H 0.867459 -0.798598 -4.159910 0.74 -1.57 -0.89
H 1.476199 -1.097678 -2.499960 1.11 -4.98 -2.08
H 0.185939 -3.891438 -4.727350 -0.10 0.50 0.18
H 1.755819 -4.403108 -5.229540 0.23 -0.12 0.36
H 0.639259 -3.309898 -7.172670 -0.71 -0.48 0.39
H 2.196479 -2.844818 -6.775520 0.50 -0.20 0.23
H 1.190409 -1.052648 -7.162550 -0.10 0.19 0.03
P 3.143309 4.443232 0.479520 0.08 3.36 1.21
F 3.411519 5.783542 -0.434590 -0.01 -1.24 -0.25
F 4.500549 3.668512 -0.215760 -1.95 2.75 0.77
F 4.032719 5.187132 1.668180 0.73 -1.47 -1.00
F 2.815999 3.185912 1.439620 -2.96 3.44 -2.94
F 1.899289 5.168972 1.172990 -0.45 0.98 -2.72
F 2.249839 3.744522 -0.670540 2.14 5.73 -1.52
P -2.002061 3.897272 -0.270560 0.83 4.27 -1.74
F -1.961581 2.831792 0.923380 -9.11 4.14 -3.55
F -2.687321 2.815622 -1.304620 1.56 1.45 0.26
F -3.520191 4.236692 0.083100 -0.55 0.70 1.29
F -2.090161 5.028522 -1.420030 0.62 -0.40 -0.49
F -1.370461 5.024112 0.718860 -1.10 -0.53 -0.41
F -0.525661 3.406202 -0.650890 -1.16 1.26 -0.98
P 5.268229 -2.084928 -0.912500 1.27 -1.81 1.40
F 6.030189 -1.052778 -1.891770 -0.37 -0.91 -0.45
F 6.288169 -1.633078 0.310420 1.55 -1.24 -2.41
F 4.197769 -0.928648 -0.441120 0.63 -2.73 -4.08
F 4.593689 -3.138968 0.100230 -0.42 0.29 0.02
F 4.230549 -2.551018 -2.067240 1.85 0.19 0.94
F 6.311739 -3.315158 -1.298440 -0.36 1.12 -0.60
P 2.390279 -1.554568 4.705050 -1.03 -2.63 4.08
F 2.561459 -0.045408 5.170160 -1.11 -0.32 -0.03
F 3.218679 -1.954448 6.007530 0.20 -0.83 1.44
F 0.992999 -1.672498 5.487770 -0.10 -0.03 0.07
F 2.278739 -3.207478 4.374950 0.17 1.68 -0.74
F 1.591989 -1.134668 3.388860 -0.02 0.07 3.71
F 3.820859 -1.419718 3.988390 1.77 -7.01 4.56
P -0.780141 -3.556868 -0.978350 -2.88 -3.90 2.91
F -1.910441 -4.664508 -0.473300 1.13 0.89 -0.44
F -0.598471 -4.388798 -2.362150 -0.72 -0.13 -0.02
F -1.971951 -2.732438 -1.721230 0.64 -0.62 0.07
F 0.376279 -2.512268 -1.417490 -9.24 -1.59 -11.33
F -0.949651 -2.771398 0.494350 -1.38 -3.55 -2.26
F 0.475259 -4.485918 -0.312830 -4.15 -2.39 -1.94
P -1.916481 -0.144228 3.085820 -0.83 -0.57 3.77
F -3.464591 -0.586738 2.639890 3.43 2.01 2.23
F -1.222761 -1.468778 2.346100 -1.17 0.74 2.44
F -1.689321 0.573292 1.672600 1.01 -0.69 3.68
F -0.484821 0.366592 3.558620 -2.53 -0.27 3.06
F -2.548411 1.181302 3.843090 -0.05 0.25 -1.75
F -2.191581 -0.834178 4.551760 0.70 -1.13 -1.49
P 0.852419 4.020282 4.196730 -0.10 1.98 4.08
F 0.895369 2.336182 4.143300 -5.92 4.98 3.01
F 2.158639 4.087592 5.174730 -1.82 1.78 0.38
F 1.871779 4.185892 3.001810 -2.15 2.09 1.49
F 0.857549 5.588612 4.452850 -0.88 1.87 -0.71
F -0.386291 4.167162 3.198240 -2.34 5.37 4.71
F -0.150581 3.887512 5.480780 0.18 -0.45 -0.37
```
Forces are in eV/Å.

Results
- Energy: -8574.3758 Ha
- Net charge: -3
- Lowest unoccupied orbital energy: 3.996 eV
- Largest force on an atom: 14.7 eV Å⁻¹
- Orbital gap: 4.36 eV

***

This record from the OMol25 dataset describes a molecular structure, C33H73BF3NNbO16P4S in a non-equilibrium geometry. The level of theory is the ωB97M-V functional and the def2-TZVPD basis.

```
133
Properties=species:S:1:pos:R:3:forces:R:3
C -8.885224 -1.561028 3.011612 -0.03 0.42 -0.33
C -7.856793 -0.577413 2.214405 -0.86 -0.55 1.30
O -6.866288 -1.365146 1.515861 -1.16 1.51 -1.06
C -6.507353 -0.739261 0.236406 0.98 -0.57 -0.54
C -5.324298 0.331618 0.470293 -0.71 -0.23 1.13
O -5.445645 1.527725 -0.323348 0.73 -1.68 -0.34
C -4.169019 1.839181 -1.016709 -1.01 0.34 -0.26
Nb -2.615050 2.704847 0.478624 1.62 -4.14 -3.79
C -1.276148 3.383375 -1.222782 0.97 0.77 -0.61
C 0.283667 3.489625 -0.884529 0.44 1.14 -1.55
O 0.899485 2.213828 -0.526968 0.86 0.97 0.12
C 2.241076 2.398144 -0.057774 -0.11 -0.18 0.96
C 3.258834 1.240424 -0.542136 -1.09 -0.29 0.29
F 3.377038 0.300257 0.530653 0.36 1.86 -2.62
F 2.809623 0.515507 -1.667539 1.53 1.70 2.46
F 4.539383 1.822193 -0.813412 -2.87 -1.40 0.38
P -3.784367 5.027502 0.296638 0.69 0.23 0.71
S -4.267962 5.496671 -1.542687 -0.48 0.26 -0.85
B -1.263407 3.561112 2.126938 0.78 2.14 2.06
N -1.860873 4.543008 3.128475 -0.15 -2.45 0.11
O 0.134246 3.228312 2.337436 -1.60 -0.58 1.04
C -1.606761 0.636041 0.638871 1.45 -2.97 0.25
C -1.176945 -0.006352 1.988260 0.89 -2.11 -3.94
C -0.464840 -1.380393 1.963312 -0.58 1.14 -2.75
C -0.162110 -2.123348 0.629847 -1.69 2.88 -0.66
C -0.602263 -1.529908 -0.749390 -0.81 2.55 3.92
C -1.320417 -0.141495 -0.705087 1.33 -2.14 2.32
H -8.628999 -2.664094 2.839146 -0.35 1.66 0.13
H -8.855890 -1.351879 4.138268 -0.08 -0.32 -1.64
H -9.947450 -1.331416 2.618712 1.61 -0.62 0.77
H -7.356114 0.061536 3.023194 -0.58 -0.54 -1.40
H -8.508121 0.065713 1.513186 1.37 -0.84 0.91
H -7.410894 -0.314410 -0.316529 1.09 -0.27 0.96
H -6.119905 -1.615109 -0.412575 -0.56 1.39 1.03
H -4.338381 -0.230368 0.352429 -1.12 0.98 -0.08
H -5.384872 0.637767 1.584475 0.11 -0.51 -1.59
H -4.432063 2.602723 -1.825566 0.30 -0.97 0.99
H -3.798121 0.885891 -1.532369 -0.37 1.12 0.53
H -3.813794 2.282612 1.791133 -0.14 0.73 0.46
H -1.386340 2.596214 -2.068764 0.03 1.05 1.29
H -1.580747 4.382849 -1.704245 0.50 -1.40 0.66
H 0.546629 4.329596 -0.132052 -0.68 -1.54 -0.81
H 0.809905 3.814241 -1.869337 -0.65 -0.38 1.37
H 2.663020 3.427242 -0.310980 -0.42 -1.44 -0.01
H 2.207927 2.308876 1.092333 0.26 0.15 -1.70
H -4.896116 5.076879 1.200610 0.53 0.54 -0.05
H -2.777229 5.995308 0.705283 -1.02 -0.35 0.40
H -2.894482 4.569471 3.022671 0.96 0.05 -0.03
H -1.734909 4.057792 4.047177 0.15 0.99 -0.43
H 0.236935 2.848566 3.248284 0.12 0.76 -1.03
H -1.386814 0.582048 2.936864 0.37 -1.14 -1.30
H -0.103659 -1.870580 2.924856 -0.59 0.75 -1.40
H 0.393273 -3.125309 0.603747 -0.93 1.68 0.34
H -0.387957 -2.042145 -1.750767 -0.32 0.78 1.78
H -1.614003 0.289246 -1.730073 0.42 -0.54 1.94
O 9.367860 -3.900738 -1.665908 2.87 3.26 1.02
P 8.752317 -2.950526 -0.632289 -7.47 -5.20 0.42
O 8.379523 -4.101046 0.498155 0.80 0.62 0.16
C 9.420482 -4.612874 1.315418 0.07 -0.12 0.26
C 9.844285 -3.605282 2.367143 0.11 0.12 0.07
O 7.261496 -2.888588 -1.368203 0.80 1.19 -0.08
C 7.152127 -3.042881 -2.780580 -0.13 -0.28 -0.31
C 6.775886 -4.469890 -3.138945 -0.06 -0.18 0.10
O 8.159588 -1.793003 0.477639 3.21 -0.15 -1.62
C 7.841735 -0.483311 -0.014914 -0.51 0.62 0.20
C 6.356089 -0.356948 -0.330304 0.24 0.12 -0.33
H 10.270554 -4.916223 0.695517 -0.01 -0.04 0.00
H 9.030278 -5.509009 1.806077 -0.07 0.07 -0.17
H 10.322739 -2.737753 1.903480 0.03 -0.03 0.07
H 10.553207 -4.052180 3.067803 0.00 0.00 -0.04
H 8.979392 -3.237941 2.923351 0.04 -0.09 -0.05
H 8.070753 -2.728876 -3.282117 -0.03 -0.19 0.08
H 6.363072 -2.368277 -3.125900 -0.02 0.04 0.21
H 7.433279 -5.198996 -2.659759 0.13 0.20 -0.09
H 6.815645 -4.621067 -4.220276 -0.03 0.03 0.04
H 5.764439 -4.691351 -2.792543 -0.01 0.08 -0.06
H 8.458101 -0.236637 -0.881443 -0.02 0.08 -0.01
H 8.094943 0.216428 0.787556 0.15 -0.15 -0.08
H 6.150445 -0.659832 -1.356756 -0.07 -0.08 0.11
H 6.034769 0.682315 -0.239094 0.34 -0.39 0.20
H 5.751359 -0.979745 0.329740 0.12 0.08 0.06
O -2.845966 5.120989 -5.551834 -1.40 -3.39 -2.64
P -2.696802 5.453908 -7.039202 3.75 7.86 2.60
O -1.086479 5.834920 -6.997283 -0.30 -0.85 -0.54
C -0.139706 4.778443 -6.948821 0.28 -0.12 -0.01
C -0.019756 4.081027 -8.290589 -0.03 -0.13 -0.12
O -3.283627 7.004643 -6.895820 -0.84 -0.90 -0.88
C -4.241992 7.317713 -5.885761 -0.05 0.19 0.54
C -3.566759 7.935327 -4.674416 0.16 0.09 0.03
O -2.626515 5.727341 -8.728097 -1.18 -2.75 1.45
C -3.858507 5.918169 -9.431200 -0.10 0.23 -0.59
C -4.169957 7.400213 -9.603359 -0.45 0.07 0.19
H -0.407857 4.069390 -6.159089 0.03 0.03 0.02
H 0.822893 5.223957 -6.682690 -0.18 0.08 0.05
H -0.943745 3.549368 -8.535997 0.07 -0.04 -0.01
H 0.797818 3.356823 -8.278516 -0.04 0.00 0.03
H 0.158488 4.804220 -9.089374 0.02 -0.02 0.10
H -4.829082 6.436850 -5.615192 0.20 0.05 0.10
H -4.944657 8.041444 -6.310893 0.10 -0.01 -0.19
H -2.727915 7.331815 -4.320922 -0.25 -0.15 -0.01
H -4.278106 8.057550 -3.854721 0.06 -0.06 -0.02
H -3.156218 8.914954 -4.929818 -0.09 0.03 -0.05
H -4.674411 5.392282 -8.932143 -0.08 0.04 -0.07
H -3.722420 5.466614 -10.418989 0.01 -0.11 0.17
H -4.736628 7.779341 -8.753462 0.17 0.04 -0.01
H -4.788996 7.558467 -10.490830 0.13 -0.09 -0.05
H -3.258759 7.993190 -9.689334 0.01 -0.15 -0.05
O 0.369230 -4.129036 5.742653 3.35 -1.69 -2.61
P 0.327994 -5.655327 5.872099 -7.69 1.12 5.54
O -1.293330 -5.782741 5.563427 0.58 -0.33 -0.67
C -1.737388 -5.692522 4.219921 -0.27 -0.04 -0.35
C -1.408507 -6.955630 3.447480 0.08 -0.09 -0.13
O 0.203266 -5.639876 7.532379 1.44 -0.56 -0.31
C 0.819038 -4.599122 8.286401 -0.10 0.38 0.20
C -0.191027 -3.522867 8.643678 -0.20 0.03 -0.02
O 0.300931 -7.363126 5.980484 2.41 1.68 -1.80
C 1.401355 -8.016168 6.623232 0.07 -0.67 0.21
C 1.087294 -8.313528 8.084789 0.35 0.21 0.26
H -1.302510 -4.811384 3.737725 -0.06 0.02 -0.01
H -2.821633 -5.554900 4.247704 0.13 0.06 0.15
H -0.326796 -7.066582 3.326565 -0.04 -0.02 -0.08
H -1.862117 -6.930798 2.454456 0.04 0.03 0.03
H -1.766276 -7.840038 3.979160 -0.03 0.10 -0.02
H 1.679413 -4.185514 7.754803 -0.20 0.06 -0.04
H 1.207271 -5.044460 9.207701 -0.06 -0.17 -0.06
H -0.743240 -3.173383 7.768500 0.25 -0.03 -0.04
H 0.303158 -2.667177 9.109662 -0.01 -0.05 0.00
H -0.933544 -3.918668 9.339621 0.08 -0.01 0.05
H 2.314340 -7.426924 6.521030 0.07 -0.07 0.07
H 1.550794 -8.961556 6.092545 0.02 0.19 -0.09
H 1.370192 -7.475592 8.721269 -0.17 -0.03 -0.02
H 1.660958 -9.178399 8.428939 -0.08 -0.04 -0.14
H 0.024012 -8.503694 8.234898 0.06 -0.04 -0.14
```
Forces are in eV/Å.

Results
- Energy: -4704.3545 Ha
- Net charge: -1
- Lowest unoccupied orbital energy: -0.403 eV
- Largest force on an atom: 9.5 eV Å⁻¹
- Orbital gap: 3.95 eV

***

| no. | highest occupied orbital energy (eV) |
| --- | --- |
| 1 | -0.365 |
| 2 | -4.357 |